Molecular formula: C22H24BiF5N4O8S
Method: DFT, ωB97M-V/def2-TZVPD

Geometry as XYZ:
```
65
C22H24BiF5N4O8S ωB97M-V/def2-TZVPD
Bi 0.84775 0.50344 0.45458
O -1.66811 1.22606 4.19848
C -1.05852 0.54801 3.36771
O -0.07966 0.89776 2.63886
C -1.45552 -0.93395 3.28361
N -1.38433 -1.55916 1.96830
C -0.93723 -2.93043 2.05898
C 0.54248 -3.03372 2.46241
N 1.44469 -2.06972 1.83310
C 2.17632 -2.66651 0.71812
C 1.27763 -3.02841 -0.46991
N 0.59434 -1.89055 -1.11786
C -0.79829 -2.16814 -1.44446
C -1.68205 -0.93345 -1.67867
N -1.63809 0.10658 -0.65091
C -2.61597 -0.04293 0.43576
C -2.59321 -1.36302 1.18692
C -1.83481 1.44049 -1.23725
C -1.52136 2.60250 -0.27231
O -2.28351 3.56983 -0.31193
O -0.46011 2.48823 0.43244
C 1.33759 -1.44633 -2.30303
C 2.78068 -1.09229 -1.91323
O 3.69633 -1.60697 -2.56494
O 2.87365 -0.32217 -0.90608
C 2.33145 -1.47502 2.83976
C 3.21397 -0.26690 2.45311
O 4.33546 -0.25649 2.95139
O 2.69345 0.68356 1.76056
H -2.45114 -1.05184 3.72887
H -0.74496 -1.43077 3.94600
H -1.08339 -3.41468 1.09642
H -1.52673 -3.51237 2.79222
H 0.87482 -4.05866 2.24321
H 0.61745 -2.92302 3.54397
H 2.69186 -3.59249 1.03095
H 2.93810 -1.96167 0.39280
H 0.52660 -3.75344 -0.15184
H 1.91656 -3.54137 -1.20001
H -1.22384 -2.76465 -0.64715
H -0.86554 -2.77553 -2.36411
H -2.71306 -1.29845 -1.81395
H -1.38962 -0.47383 -2.62251
H -3.63449 0.10378 0.03838
H -2.43114 0.76448 1.14831
H -2.71757 -2.19512 0.49267
H -3.48693 -1.36943 1.83148
H -2.86251 1.57154 -1.59777
H -1.14995 1.54907 -2.07946
H 0.87670 -0.53953 -2.70594
H 1.35007 -2.22642 -3.07524
H 3.00454 -2.22404 3.27321
H 1.69916 -1.07891 3.63967
F -0.78178 7.16596 -3.43827
C -0.26500 5.99802 -3.02026
C -0.54637 4.82759 -3.69011
F -1.34934 4.85866 -4.76896
C -0.00565 3.63646 -3.24810
F -0.31856 2.53741 -3.95813
C 0.84935 3.54583 -2.15195
S 1.67855 2.06629 -1.73317
C 1.09180 4.75109 -1.49265
F 1.89548 4.78323 -0.43132
C 0.56016 5.95265 -1.91535
F 0.84132 7.09389 -1.26545
```

Properties
- ΔE to the lowest compared entry with this formula, charge and spin: 20.5 kcal per mole
- Net charge: -2

---

Molecular formula: C22H24Cl4F4N6O4PRu
Method: DFT, ωB97M-V/def2-TZVPD

Geometry as XYZ:
```
66
C22H24Cl4F4N6O4PRu ωB97M-V/def2-TZVPD
Ru -0.57880 0.76927 -0.06064
C -2.64480 -0.74793 -1.92074
N -2.77110 -0.13443 -0.61034
C -3.84860 0.84257 -0.60634
C -2.90900 -1.13893 0.43956
C -2.77090 -0.52813 1.84356
N -1.74750 0.48267 1.82696
C -1.40830 1.16877 2.91286
C -0.60800 2.34017 2.76546
F -0.27230 2.72147 1.50236
C -0.20190 3.11667 3.82666
F 0.53970 4.21357 3.60986
C -0.56180 2.80227 5.12826
C -1.33620 1.67037 5.31576
F -1.70390 1.34107 6.56676
C -1.75040 0.87867 4.26356
F -2.49310 -0.21913 4.55316
H -3.51610 -1.37093 -2.17084
H -1.74290 -1.36473 -1.94604
H -2.54940 0.03857 -2.66694
H -4.81100 0.38307 -0.87134
H -3.61760 1.62707 -1.32494
H -3.92040 1.30887 0.37156
H -2.09880 -1.86563 0.29526
H -3.86790 -1.67483 0.36236
H -2.55240 -1.34523 2.54366
H -3.72460 -0.08183 2.15906
H -0.26570 3.42577 5.95086
Cl -0.85110 6.10687 -4.78864
C -0.34240 4.71737 -3.91334
C 0.95320 4.21217 -4.09864
Cl 2.01920 5.00367 -5.18944
C 1.36600 3.08887 -3.40174
Cl 2.94800 2.45627 -3.65344
C 0.53820 2.42857 -2.46934
O 0.87890 1.39097 -1.81724
C -0.80060 2.97777 -2.25484
O -1.55090 2.41977 -1.40654
C -1.19590 4.10207 -3.01724
Cl -2.78970 4.70357 -2.77074
O 3.42310 0.36697 1.23776
N 2.39430 0.84897 1.73796
O 1.26210 0.41837 1.40056
C 2.80230 -3.35183 -1.83994
N 3.32050 -2.15863 -1.06554
C 3.65280 -2.59763 0.35636
N 2.56830 -3.28673 0.95186
C 2.12280 -4.40113 0.14226
N 1.70540 -3.95573 -1.17724
C 0.52440 -3.10143 -1.13224
P 0.74920 -1.48333 -0.14584
C 2.33080 -1.05823 -1.05004
C 1.47290 -2.41133 1.31656
H 3.61870 -4.07933 -1.92224
H 2.50690 -3.01083 -2.83634
H 4.17690 -1.80933 -1.50354
H 3.88650 -1.68563 0.92386
H 4.52960 -3.25193 0.30226
H 1.28900 -4.89543 0.64276
H 2.94190 -5.12053 0.02816
H -0.28830 -3.68143 -0.68604
H 0.23840 -2.87003 -2.16194
H 2.77780 -0.18793 -0.55624
H 2.07180 -0.76923 -2.07294
H 0.67150 -3.01693 1.74816
H 1.81130 -1.71663 2.08356
```

Properties
- Expectation value of S²: 1.111
- Multiplicity: 2
- ΔE to the lowest compared entry with this formula, charge and spin: 0.0 kcal per mole

---

Molecular formula: C22H24F5MnN3O4S6
Method: DFT, ωB97M-V/def2-TZVPD

Geometry as XYZ:
```
65
C22H24F5MnN3O4S6 ωB97M-V/def2-TZVPD
Mn 0.13584 0.61232 -0.82568
C -2.91513 -1.66123 1.47664
C -1.97053 -1.22410 2.58925
S -0.72319 0.00816 2.12266
C 0.75421 -0.74460 2.82584
C 1.19204 -2.08637 2.22817
S 1.19892 -2.16505 0.41706
C 0.25795 -3.67791 0.12094
C -1.17957 -3.71518 0.63634
S -2.18669 -2.36414 -0.01543
H -3.46416 -0.80484 1.07945
H -3.64621 -2.35556 1.90294
H -1.44938 -2.08081 3.02051
H -2.58851 -0.81166 3.39254
H 0.63634 -0.86708 3.90641
H 1.53341 -0.00249 2.65290
H 0.54832 -2.88974 2.59120
H 2.19860 -2.30157 2.59344
H 0.80618 -4.54255 0.50804
H 0.25725 -3.76251 -0.96794
H -1.19537 -3.68056 1.72630
H -1.61521 -4.67915 0.35648
S 2.41579 0.78121 0.24167
C 2.43897 2.43217 0.79901
C 3.53064 2.77916 1.66460
N 4.42226 3.01786 2.35681
C 1.52279 3.38880 0.46754
S 0.12099 3.14424 -0.51750
C 1.70402 4.72071 0.98503
N 1.80481 5.79696 1.38661
C -1.58160 4.10899 2.99765
C -2.76823 4.00305 2.09052
C -3.60020 2.88571 2.12425
C -4.64579 2.74083 1.23025
C -4.87997 3.73346 0.28785
C -4.07106 4.86051 0.24394
C -3.02659 4.98977 1.14407
S -6.09172 3.45621 -0.97034
O -6.21982 4.67872 -1.71999
O -7.24724 2.85116 -0.36314
N -5.44509 2.33391 -1.95280
C -4.15161 2.67234 -2.57019
C -3.25624 1.44019 -2.66538
C -3.08724 0.75915 -1.30691
O -4.12010 0.28721 -0.78141
O -1.94218 0.75906 -0.78615
H -1.69666 3.47832 3.87924
H -1.40999 5.13706 3.31796
H -0.69144 3.77823 2.46151
H -3.39863 2.09870 2.84172
H -5.25547 1.84789 1.24039
H -4.25546 5.61370 -0.50982
H -2.37481 5.85316 1.08909
H -5.34022 1.44027 -1.44778
H -3.62154 3.42825 -1.97892
H -4.32846 3.09793 -3.55916
H -2.28381 1.76031 -3.03662
H -3.66317 0.71083 -3.36917
F 1.94019 -0.64533 -2.93504
C 0.61705 -0.21006 -2.88440
F -0.08653 -1.40496 -2.49532
C 0.24455 -0.06206 -4.35086
F 0.92576 0.95260 -4.92013
F -1.06629 0.20094 -4.50879
F 0.50016 -1.15831 -5.10662
```

Properties
- Expectation value of S²: 8.756
- Total energy: -145787.7900 eV
- Multiplicity: 6
- Net charge: -2

---

Molecular formula: C22H24FN9O6SeTm
Method: DFT, ωB97M-V/def2-TZVPD

Geometry as XYZ:
```
64
C22H24FN9O6SeTm ωB97M-V/def2-TZVPD
Tm -0.21934 -0.25891 0.02827
C -0.91263 -1.18224 4.54693
C -2.28070 -1.30686 4.71952
C -3.11526 -1.05851 3.64551
C -2.57290 -0.68853 2.42049
N -1.25075 -0.52104 2.26969
C -0.45359 -0.77839 3.31020
C -3.41508 -0.51318 1.20424
C -4.78040 -0.75432 1.21912
C -5.50882 -0.62550 0.04757
C -4.85196 -0.25166 -1.10864
C -3.48944 -0.02132 -1.04170
N -2.78081 -0.14863 0.08087
H -0.21456 -1.39409 5.34463
H -2.69574 -1.61135 5.67145
H -4.18064 -1.17069 3.76907
H 0.60722 -0.70710 3.12299
H -5.28454 -1.04858 2.12632
H -6.57368 -0.81846 0.04674
H -5.37386 -0.14314 -2.04884
H -2.94823 0.28399 -1.92675
C 5.38439 0.68351 0.32536
O 4.20393 0.33539 -0.40946
C 3.00292 0.52566 0.09342
O 2.01862 0.19205 -0.55016
N 2.90216 1.10648 1.31109
N 1.61915 1.30016 1.83722
H 6.21251 0.44544 -0.33106
H 5.46007 0.08847 1.23594
H 5.40920 1.75117 0.54765
H 3.70387 1.42587 1.82329
H 1.33678 2.26467 1.71301
H 1.64021 1.09229 2.82606
C -0.94189 5.53799 -0.29833
N -1.19497 4.27533 -0.99430
C -1.69870 4.34332 -2.37357
C -0.88939 3.13522 -0.44445
N -0.63189 2.12557 0.06690
H -1.86310 6.11692 -0.24922
H -0.18853 6.11316 -0.83657
H -0.59441 5.34343 0.71277
H -2.67710 4.82341 -2.37785
H -1.78122 3.34585 -2.79845
H -1.00883 4.92716 -2.98347
F 1.73671 -1.74760 -4.52220
C 2.24716 -2.22281 -3.39047
C 1.49728 -2.91917 -2.53976
N 2.00219 -3.43322 -1.35112
C 1.06747 -3.87917 -0.31834
C 0.34870 -2.65557 0.23306
O -0.82392 -2.38053 -0.15108
O 1.00318 -1.84482 0.95312
C 3.31546 -3.18916 -0.96650
O 3.76726 -3.51128 0.11266
N 4.06768 -2.54521 -1.92211
C 3.64932 -1.93753 -3.11079
O 4.40707 -1.28622 -3.78439
H 0.45279 -3.10550 -2.74598
H 1.65678 -4.34892 0.46218
H 0.35070 -4.57035 -0.75360
H 5.02667 -2.37038 -1.66236
Se -1.59241 1.08211 -4.55527
C -0.87005 0.37950 -3.13322
N -0.43810 -0.09420 -2.14730
```

Properties
- Expectation value of S²: 2.002
- Total energy: -146493.3541 eV
- Multiplicity: 3
- Net charge: +1

---

- What is the formula in the third record?
  C22H24F5MnN3O4S6